1.
11 unconnected molecules or ions with the total composition C66H55N11O22, computed with wB97M-V/def2-TZVPD.

Positions of all 154 atoms, in Å:
O -8.378 7.348 -2.543
N -7.217 7.573 -2.204
O -6.432 6.635 -2.090
C -6.750 8.975 -1.954
C -7.280 10.062 -2.619
C -6.713 11.272 -2.261
C -5.799 11.402 -1.240
C -5.287 10.217 -0.600
C -5.811 9.018 -0.919
H -8.077 9.987 -3.345
H -7.062 12.086 -2.879
H -5.332 12.374 -1.177
H -4.477 10.316 0.107
H -5.454 8.155 -0.375
O -7.152 -3.946 -9.681
N -8.056 -3.585 -8.913
O -9.167 -4.130 -8.865
C -7.736 -2.475 -8.013
C -6.559 -2.397 -7.231
C -6.309 -1.306 -6.320
C -7.324 -0.339 -6.175
C -8.522 -0.456 -6.903
C -8.628 -1.406 -7.895
H -5.833 -3.174 -7.419
H -5.520 -1.100 -5.612
H -7.401 0.520 -5.524
H -9.393 0.124 -6.634
H -9.503 -1.487 -8.522
O 7.396 -5.012 -4.488
N 6.687 -4.054 -4.301
O 6.797 -3.392 -3.301
C 5.799 -3.562 -5.409
C 4.881 -2.516 -5.135
C 4.030 -1.983 -6.116
C 4.038 -2.632 -7.342
C 4.804 -3.778 -7.585
C 5.645 -4.268 -6.603
H 4.924 -2.101 -4.139
H 3.461 -1.069 -6.032
H 3.510 -2.261 -8.208
H 4.962 -4.172 -8.578
H 6.344 -5.071 -6.784
O -11.115 2.365 6.542
N -10.259 2.614 7.440
O -10.359 2.670 8.649
C -8.879 2.999 6.925
C -7.824 2.760 7.801
C -6.526 2.951 7.304
C -6.216 3.518 6.059
C -7.326 3.605 5.216
C -8.639 3.349 5.593
H -8.066 2.274 8.735
H -5.732 2.748 8.007
H -5.181 3.587 5.757
H -7.264 3.851 4.166
H -9.429 3.579 4.894
O 12.013 4.008 -8.705
N 11.743 4.762 -7.802
O 12.277 5.857 -7.796
C 10.957 4.161 -6.732
C 10.172 2.987 -6.932
C 9.592 2.338 -5.805
C 9.490 3.019 -4.633
C 10.221 4.197 -4.436
C 10.937 4.824 -5.497
H 10.329 2.593 -7.926
H 9.210 1.345 -5.994
H 8.968 2.590 -3.790
H 10.113 4.619 -3.448
H 11.458 5.756 -5.336
O 5.981 -7.436 9.384
N 6.088 -7.849 8.248
O 6.089 -9.018 8.082
C 5.954 -6.934 7.124
C 5.781 -5.584 7.424
C 5.857 -4.629 6.343
C 6.004 -5.131 5.022
C 6.150 -6.450 4.798
C 6.080 -7.431 5.786
H 5.757 -5.165 8.419
H 5.746 -3.580 6.575
H 6.166 -4.440 4.208
H 6.250 -6.767 3.770
H 6.261 -8.484 5.633
O 1.039 0.187 9.179
N 0.254 0.294 10.146
O -0.494 1.204 10.357
C 0.253 -0.875 11.071
C -0.436 -0.818 12.259
C -0.177 -1.767 13.284
C 0.620 -2.887 12.953
C 1.289 -2.944 11.701
C 1.154 -1.947 10.770
H -1.012 0.073 12.459
H -0.498 -1.634 14.306
H 0.702 -3.638 13.725
H 1.852 -3.812 11.391
H 1.716 -2.074 9.857
O -2.094 -2.781 5.453
N -1.283 -3.697 5.446
O -0.488 -3.917 4.599
C -1.192 -4.573 6.597
C -0.303 -5.719 6.642
C -0.418 -6.596 7.761
C -1.256 -6.425 8.825
C -2.181 -5.313 8.744
C -2.160 -4.491 7.630
H 0.595 -5.843 6.056
H 0.279 -7.420 7.738
H -1.461 -7.256 9.484
H -3.102 -5.204 9.297
H -2.988 -3.803 7.535
O -7.289 -6.715 -2.944
N -6.086 -6.662 -3.065
O -5.455 -7.510 -3.721
C -5.473 -5.565 -2.317
C -6.188 -4.657 -1.562
C -5.562 -3.730 -0.739
C -4.159 -3.630 -0.831
C -3.476 -4.373 -1.796
C -4.110 -5.385 -2.410
H -7.248 -4.812 -1.427
H -6.012 -3.100 0.013
H -3.717 -2.698 -0.508
H -2.429 -4.155 -1.950
H -3.493 -6.024 -3.024
O 6.317 1.848 -10.404
N 6.120 2.947 -10.821
O 6.090 3.281 -11.967
C 5.851 4.051 -9.780
C 5.924 5.335 -10.180
C 5.678 6.354 -9.208
C 5.291 6.045 -7.976
C 5.147 4.729 -7.575
C 5.464 3.718 -8.458
H 6.420 5.504 -11.125
H 5.574 7.359 -9.590
H 5.130 6.860 -7.286
H 4.986 4.499 -6.532
H 5.542 2.679 -8.175
O 3.705 2.196 0.043
N 2.860 1.609 0.740
O 3.133 0.769 1.602
C 1.421 1.847 0.452
C 0.429 1.843 1.429
C -0.943 1.976 1.064
C -1.288 1.995 -0.260
C -0.326 2.078 -1.271
C 1.029 2.044 -0.893
H 0.806 1.589 2.409
H -1.570 1.893 1.939
H -2.352 1.959 -0.442
H -0.660 2.246 -2.284
H 1.775 2.016 -1.673

As for the structure (SMILES): O=[N+]([O-])c1ccccc1.O=[N+]([O-])c1ccccc1.O=[N+]([O-])c1ccccc1.O=[N+]([O-])c1ccccc1.O=[N+]([O-])c1ccccc1.O=[N+]([O-])c1ccccc1.O=[N+]([O-])c1ccccc1.O=[N+]([O-])c1ccccc1.O=[N+]([O-])c1ccccc1.O=[N+]([O-])c1ccccc1.O=[N+]([O-])c1ccccc1. The LUMO energy is -0.90 eV. For the energy above the lowest of the compared OMol25 structures with the same formula, charge and spin, the calculation gives 695.92 kJ/mol. Its charge is 0. Its HOMO-LUMO gap is 9.1 eV. The total energy is -4804.35273 a.u.

2.
A molecular structure, C66H70BrGe2IInN5O2S4, computed with wB97M-V/def2-TZVPD.

Positions of all 152 atoms, in Å:
In -2.711 1.929 -0.974
C 4.370 -1.797 -5.886
C 4.537 -1.102 -4.563
C 3.998 0.161 -4.353
C 4.164 0.834 -3.151
C 3.619 2.231 -2.996
C 4.870 0.209 -2.114
C 5.442 -1.051 -2.314
C 6.229 -1.736 -1.228
C 5.267 -1.686 -3.537
C 5.027 0.929 -0.821
C 6.215 1.603 -0.554
C 6.347 2.380 0.587
C 5.292 2.502 1.476
C 4.102 1.818 1.252
C 3.985 1.027 0.112
Ge 2.331 -0.040 -0.132
S 0.629 0.950 -1.301
S 1.144 -0.993 1.570
Ge 0.533 -2.236 -0.244
S -0.663 -0.667 -1.430
S 2.571 -2.028 -1.195
C -0.114 -4.108 -0.135
C -0.586 -4.729 -1.297
C -0.950 -6.070 -1.235
C -0.862 -6.769 -0.041
C -0.394 -6.141 1.101
C 0.000 -4.805 1.066
C 0.550 -4.170 2.295
C -0.310 -3.524 3.189
C -1.779 -3.394 2.881
C 0.208 -3.011 4.369
C 1.558 -3.122 4.677
C 2.092 -2.579 5.975
C 2.401 -3.735 3.760
C 1.918 -4.262 2.569
C 2.861 -4.906 1.588
C -0.705 -3.969 -2.569
C -1.916 -3.334 -2.867
C -3.097 -3.464 -1.942
C -2.016 -2.580 -4.029
C -0.941 -2.446 -4.896
C -1.040 -1.584 -6.124
C 0.239 -3.119 -4.601
C 0.375 -3.889 -3.454
C 1.650 -4.645 -3.192
C 2.953 1.958 2.187
C 2.027 2.986 1.981
C 2.185 3.952 0.836
C 0.965 3.121 2.867
C 0.812 2.265 3.949
C -0.330 2.431 4.913
C 1.750 1.256 4.141
C 2.824 1.090 3.278
C 3.848 0.011 3.512
H 3.529 -1.383 -6.440
H 4.213 -2.868 -5.752
H 5.268 -1.670 -6.495
H 3.438 0.638 -5.150
H 3.395 2.662 -3.971
H 4.330 2.878 -2.479
H 2.694 2.230 -2.418
H 5.882 -1.442 -0.237
H 7.289 -1.482 -1.305
H 6.135 -2.817 -1.323
H 5.698 -2.671 -3.681
H 7.029 1.527 -1.265
H 7.274 2.906 0.774
H 5.383 3.132 2.353
H -1.308 -6.557 -2.134
H -1.159 -7.809 0.000
H -0.318 -6.684 2.035
H -1.931 -3.026 1.864
H -2.255 -2.702 3.573
H -2.281 -4.362 2.955
H -0.456 -2.516 5.070
H 1.375 -2.727 6.782
H 2.281 -1.506 5.891
H 3.029 -3.066 6.245
H 3.461 -3.809 3.979
H 3.844 -5.046 2.036
H 2.977 -4.274 0.703
H 2.487 -5.875 1.253
H -2.841 -3.133 -0.934
H -3.426 -4.503 -1.870
H -3.927 -2.859 -2.301
H -2.946 -2.065 -4.243
H -2.066 -1.258 -6.291
H -0.694 -2.124 -7.007
H -0.415 -0.696 -6.009
H 1.083 -3.033 -5.278
H 2.455 -4.259 -3.817
H 1.518 -5.706 -3.415
H 1.957 -4.561 -2.149
H 3.143 4.472 0.895
H 1.386 4.693 0.851
H 2.159 3.427 -0.124
H 0.243 3.916 2.710
H -0.991 3.239 4.604
H 0.042 2.652 5.915
H -0.918 1.513 4.972
H 1.638 0.583 4.984
H 3.641 -0.525 4.437
H 4.852 0.436 3.568
H 3.842 -0.715 2.696
I -5.129 0.830 -3.397
C -5.552 -0.250 -1.639
C -6.860 -0.601 -1.356
C -7.065 -1.462 -0.290
C -5.975 -1.918 0.438
C -4.718 -1.453 0.096
N -4.509 -0.644 -0.942
H -7.678 -0.217 -1.947
H -8.068 -1.775 -0.033
H -6.101 -2.604 1.263
H -3.832 -1.736 0.654
Br -7.838 3.049 0.818
C -6.934 2.033 2.142
C -7.742 1.444 3.107
C -7.180 0.694 4.125
C -5.802 0.557 4.205
C -5.002 1.147 3.244
C -5.545 1.875 2.186
C -4.561 2.325 1.115
O -3.343 2.305 1.429
O -4.973 2.634 -0.028
H -8.814 1.579 3.052
H -7.820 0.226 4.862
H -5.358 -0.025 5.002
H -3.925 1.052 3.273
C -3.194 5.626 -0.767
N -2.133 4.635 -0.981
C -1.195 4.713 0.148
N -0.598 6.043 0.264
C -1.686 7.012 0.444
N -2.644 6.978 -0.664
C -1.916 7.275 -1.898
N -0.831 6.318 -2.143
C -1.415 4.980 -2.213
C 0.082 6.351 -0.997
H -3.731 5.379 0.151
H -3.895 5.582 -1.604
H -0.405 3.970 0.000
H -1.737 4.475 1.067
H -1.257 8.015 0.504
H -2.208 6.788 1.377
H -1.491 8.278 -1.825
H -2.612 7.244 -2.739
H -0.616 4.249 -2.371
H -2.113 4.935 -3.053
H 0.528 7.346 -0.928
H 0.875 5.616 -1.160

The LUMO energy is 0.34 eV. For the energy above the lowest of the compared OMol25 structures with the same formula, charge and spin, the calculation gives 224.35 kJ/mol. Its charge is 0. Its HOMO-LUMO gap is 7.6 eV. The total energy is -11789.96928 a.u.